One molecule with the formula C3H2N2O2, computed with ωB97M-V/def2-TZVPD.

- HOMO energy: -11.1 eV
- Total charge: 0
- Strongest force on any atom: 2.51 eV/A
- SMILES: O=Cc1ncno1
- Frontier orbital gap: 10.750 eV

Each line ends with the Löwdin charge.
Cartesian coordinates (Å):
O 1.129 -2.388 0.519  0.098
N 0.031 1.507 -1.442  0.172
C -1.013 1.234 -0.708  -0.208
O 1.023 0.421 -0.892  0.039
H -2.043 1.541 -0.950  0.133
N -0.840 0.322 0.308  0.121
C 0.363 -0.132 0.106  -0.344
H 0.581 -1.161 2.071  0.134
C 0.769 -1.343 0.989  -0.144

One molecule with the formula C3H2N2O2, computed with ωB97M-V/def2-TZVPD.

- HOMO energy (spin up / spin down): -10.7 / -10.9 eV
- Total charge: 0
- Strongest force on any atom: 6.85 eV/A
- SMILES: O=C1C=C[N+]([O-])=N1
- Frontier orbital gap (spin up / spin down): 8.249 / 8.547 eV

Each line ends with the Löwdin charge.
Cartesian coordinates (Å):
C -0.865 -1.022 -0.028  -0.474
H 1.418 -1.480 0.066  0.073
C 0.673 -0.815 -0.012  0.070
H 1.806 1.038 0.130  0.139
O -0.432 2.478 -0.114  0.038
C 0.854 0.493 -0.010  -0.002
N -0.476 1.171 -0.019  -0.157
O -1.517 -2.039 -0.131  0.127
N -1.460 0.176 0.118  0.186

One molecule with the formula C3H2N2O2, computed with ωB97M-V/def2-TZVPD.

- HOMO energy: -11.0 eV
- Total charge: 0
- Strongest force on any atom: 8.24 eV/A
- SMILES: O=Cc1cnon1
- Frontier orbital gap: 9.694 eV

Each line ends with the Löwdin charge.
Cartesian coordinates (Å):
O 2.492 0.430 -0.134  0.054
H 2.114 -1.432 0.242  0.130
C -0.322 0.991 0.129  -0.019
H 0.157 1.893 0.375  0.107
C 0.293 -0.325 0.143  -0.242
N -0.733 -1.204 -0.025  0.199
N -1.642 0.892 -0.108  0.061
O -1.906 -0.356 -0.039  -0.082
C 1.640 -0.479 0.012  -0.209

One molecule with the formula C3H2N2O2, computed with ωB97M-V/def2-TZVPD.

- HOMO energy: -11.7 eV
- Total charge: 0
- Strongest force on any atom: 1.14 eV/A
- SMILES: [H]/N=C(/C#N)OC=O
- Frontier orbital gap: 11.450 eV

Each line ends with the Löwdin charge.
Cartesian coordinates (Å):
C -1.303 1.297 0.789  -0.112
C 1.553 -0.405 -0.294  -0.283
H 2.530 -0.372 0.205  0.154
C -0.721 0.087 0.226  -0.407
O 1.340 -0.723 -1.425  0.107
N -1.739 2.283 1.205  0.184
N -1.407 -0.695 -0.472  0.229
O 0.610 0.000 0.609  0.047
H -0.863 -1.472 -0.841  0.082

One molecule with the formula C3H2N2O2, computed with ωB97M-V/def2-TZVPD.

- HOMO energy: -10.1 eV
- Total charge: 0
- Strongest force on any atom: 2.63 eV/A
- SMILES: O=c1nncco1
- Frontier orbital gap: 8.998 eV

Each line ends with the Löwdin charge.
Cartesian coordinates (Å):
C -0.600 0.920 -0.087  -0.112
O 0.707 0.959 -0.104  0.067
H -0.984 2.012 -0.102  0.171
N 0.753 -1.522 -0.177  0.116
C 1.478 -0.281 -0.041  -0.419
O 2.633 -0.086 0.139  0.154
H -2.293 -0.308 0.195  0.117
C -1.184 -0.254 0.184  -0.128
N -0.511 -1.440 -0.008  0.034

One molecule with the formula C3H2N2O2S, computed with ωB97M-V/def2-TZVPD.

- HOMO energy: -9.1 eV
- Total charge: 0
- Strongest force on any atom: 2.56 eV/A
- SMILES: Oc1cnc(=S)on1
- Frontier orbital gap: 7.572 eV

Each line ends with the Löwdin charge.
Cartesian coordinates (Å):
O -0.407 1.911 1.196  0.123
H 0.190 1.824 1.968  0.140
N -0.648 -0.713 -1.212  0.109
O 1.213 -0.972 0.255  -0.087
C 0.453 -1.453 -0.838  -0.833
H -1.705 0.974 -0.885  0.146
S 1.033 -2.822 -1.583  0.696
N 0.824 0.097 1.058  0.160
C -0.829 0.382 -0.566  -0.014
C -0.124 0.772 0.606  -0.439

One molecule with the formula C3H2N2O2S, computed with ωB97M-V/def2-TZVPD.

- HOMO energy: -9.8 eV
- Total charge: 0
- Strongest force on any atom: 0.48 eV/A
- SMILES: S=COc1cnno1
- Frontier orbital gap: 9.093 eV

Each line ends with the Löwdin charge.
Cartesian coordinates (Å):
C -2.072 0.441 -0.262  -0.035
H -2.788 -0.174 -0.791  0.120
O 0.051 -0.755 -0.376  -0.011
C 1.387 -0.735 -0.058  -0.675
S 2.365 -1.925 -0.496  0.761
N -2.383 1.647 0.300  0.024
C -0.743 0.263 -0.019  -0.370
O -0.271 1.290 0.653  0.038
H 1.682 0.159 0.499  0.083
N -1.390 2.169 0.848  0.065

One molecule with the formula C3H2N2O3, computed with ωB97M-V/def2-TZVPD.

- HOMO energy: -10.0 eV
- Total charge: 0
- Strongest force on any atom: 6.76 eV/A
- SMILES: O=C1C=N/C(=N/O)O1
- Frontier orbital gap: 8.371 eV

Each line ends with the Löwdin charge.
Cartesian coordinates (Å):
H -0.076 1.363 1.966  0.081
O -1.729 0.625 -1.710  0.132
O -0.417 0.755 0.124  0.142
H 0.186 -1.387 -2.301  0.112
C -0.668 0.314 -1.146  -0.396
N 0.903 -0.247 1.786  0.110
C 0.192 -0.783 -1.468  0.008
O 0.444 0.793 2.533  -0.002
C 0.373 -0.226 0.591  -0.401
N 0.792 -1.206 -0.373  0.213

| no. | calculated total energy (eV) |
| --- | --- |
| 1 | -10215.9427 |
| 2 | -10213.8191 |
| 3 | -10214.3265 |
| 4 | -10217.2748 |
| 5 | -10215.8895 |
| 6 | -21050.7361 |
| 7 | -21050.7510 |
| 8 | -12263.0083 |